No. 1
Formula: C21H23ClFN3O5S
Source: OMol25
Level of theory: ωB97M-V/def2-TZVPD

Geometry (Å):
C1 -0.92897 -2.20460 -4.05711
C2 -0.26168 -1.93514 -2.72287
H1 0.69613 -2.45969 -2.64224
H2 -0.07635 -0.86442 -2.58312
O1 -1.13385 -2.39927 -1.68663
C3 -0.71314 -2.19481 -0.43240
O2 0.31298 -1.60150 -0.16336
N1 -1.53822 -2.75148 0.49968
C4 -2.94748 -2.90751 0.19710
H3 -3.06840 -3.35145 -0.79016
C5 -3.59463 -1.52184 0.23316
N2 -3.30021 -0.82369 1.47218
S1 -3.88769 0.75861 1.46770
O3 -5.24962 0.70330 1.03790
O4 -3.56639 1.33402 2.73385
C6 -2.87454 1.47064 0.16860
C7 -1.56214 1.80883 0.45516
C8 -0.64566 1.96140 -0.57817
C9 -1.10216 1.82428 -1.88432
C10 -2.43095 1.56697 -2.18235
C11 -3.31731 1.36056 -1.13912
H4 -4.35521 1.12678 -1.31720
H5 -2.74239 1.50023 -3.21279
F1 -0.22512 1.92054 -2.89865
C12 0.81171 2.26413 -0.29113
O5 1.22236 3.39794 -0.21399
N3 1.52939 1.12579 -0.13486
C13 2.89820 0.99915 0.13010
C14 3.39407 -0.29417 0.27949
C15 4.73706 -0.48562 0.53623
C16 5.62578 0.58102 0.65318
C17 5.10349 1.85857 0.50060
C18 3.76329 2.08127 0.24273
H6 3.38852 3.08412 0.12872
H7 5.76735 2.70585 0.58588
C19 7.07698 0.35069 0.93066
H8 7.61177 1.29429 0.99142
H9 7.20194 -0.18770 1.86945
H10 7.52077 -0.25700 0.14285
Cl1 5.31844 -2.10718 0.71518
H11 2.72678 -1.13826 0.19536
H12 1.04847 0.23180 -0.19970
H13 -1.26587 1.96802 1.48051
C20 -1.94296 -0.89408 1.98348
H14 -1.98248 -0.55341 3.01826
C21 -1.36172 -2.30076 1.86798
H15 -0.29741 -2.27902 2.10394
H16 -1.87238 -3.00487 2.52510
H17 -1.27566 -0.22837 1.41785
H18 -4.68141 -1.58238 0.16422
H19 -3.21957 -0.96062 -0.63682
H20 -3.38247 -3.56492 0.95108
H21 -1.09702 -3.27030 -4.18465
H22 -1.88605 -1.69244 -4.10858
H23 -0.29033 -1.84562 -4.85832

## Properties
Energy relative to the best compared isomer or geometry (same formula, charge and spin) = 0.000 eV
E_tot = -62934.56038 eV
Charge = 0
LUMO level = 0.38 eV
Orbital gap = 8.86 eV

These are the Mulliken partial charges, in e, on atoms 1 to 8: number 1, C, carries -1.4974; number 2, C, carries 0.2510; number 3, H, carries 0.2966; number 4, H, carries 0.0139; number 5, O, carries -0.3062; number 6, C, carries 0.5510; number 7, O, carries -0.7539; number 8, N, carries 0.0948



No. 2
Formula: C39H91N13O13
Source: OMol25
Level of theory: ωB97M-V/def2-TZVPD

Geometry (Å):
C1 1.34800 -5.67370 0.04868
O1 1.47789 -4.59484 -0.50658
N1 1.46464 -6.85647 -0.58137
C2 1.28040 -8.13028 0.13242
C3 1.90326 -7.02215 -1.94477
H1 1.16192 -5.87772 1.11923
H2 0.56446 -7.93950 0.94129
H3 2.14653 -8.32706 0.77597
H4 0.99880 -8.91771 -0.54949
H5 1.78562 -6.07165 -2.47365
H6 2.96319 -7.26323 -2.04890
H7 1.25741 -7.71767 -2.47933
C4 2.00620 4.84159 -3.47561
O2 2.28665 5.99280 -3.76645
N2 2.64899 3.74234 -3.92266
C5 2.34755 2.42822 -3.33781
C6 3.80901 3.83886 -4.78779
H8 1.17413 4.64584 -2.77570
H9 1.29354 2.22569 -3.55742
H10 2.36053 2.53861 -2.25252
H11 3.01434 1.71388 -3.80152
H12 3.67548 3.21877 -5.67571
H13 3.99816 4.85456 -5.12305
H14 4.68441 3.50269 -4.22631
C7 0.39095 -0.13700 1.37912
O3 0.18717 0.99542 1.79278
N3 0.34345 -0.39304 0.05100
C8 0.62199 -1.69168 -0.50801
C9 0.12309 0.65068 -0.93095
H15 0.79686 -0.99593 1.93900
H16 -0.12004 -2.02012 -1.24571
H17 0.59635 -2.55229 0.15909
H18 1.57957 -1.76771 -1.03205
H19 0.28527 1.66637 -0.57437
H20 0.88951 0.51362 -1.69588
H21 -0.88659 0.62088 -1.33316
C10 0.76271 3.10182 6.33982
O4 0.66545 3.17639 7.55129
N4 -0.25706 3.44913 5.51115
C11 -1.55893 3.71989 6.03010
C12 -0.17073 3.08247 4.08582
H22 1.67552 2.80158 5.80862
H23 -2.07498 4.41412 5.36148
H24 -1.54848 4.07405 7.05686
H25 -2.23981 2.85612 6.07397
H26 -0.48776 2.03937 4.10624
H27 -0.66653 3.77045 3.40999
H28 0.86073 3.00739 3.74782
C13 3.35075 5.87337 2.46732
O5 2.43411 5.86428 3.25544
N5 3.48868 4.99562 1.43097
C14 4.40509 5.24839 0.34717
C15 2.73735 3.75841 1.42509
H29 4.22068 6.55154 2.48700
H30 5.13210 6.00713 0.64569
H31 4.02212 5.45289 -0.65178
H32 5.05575 4.36561 0.27376
H33 3.44512 2.93433 1.31819
H34 2.25548 3.63107 2.39098
H35 1.93442 3.79096 0.68569
C16 -1.61025 4.64077 -1.51461
O6 -1.10393 3.56174 -1.28197
N6 -1.45846 5.74273 -0.74765
C17 -2.00239 7.02086 -1.19827
C18 -0.57527 5.77361 0.40629
H36 -2.08862 4.90716 -2.46850
H37 -1.24917 7.67214 -1.63882
H38 -2.40978 7.48314 -0.29554
H39 -2.86229 6.90327 -1.85370
H40 -1.16709 5.93201 1.31211
H41 -0.14316 4.79017 0.58357
H42 0.18508 6.53808 0.26749
C19 -3.70214 -2.63802 2.90746
O7 -4.15283 -2.56023 4.03191
N7 -2.54468 -3.25509 2.57743
C20 -2.13914 -3.28635 1.18124
C21 -1.70071 -3.88837 3.55537
H43 -4.12408 -2.11320 2.04026
H44 -2.94453 -3.10613 0.46705
H45 -1.57177 -4.17167 0.91608
H46 -1.56388 -2.36419 1.02290
H47 -2.26268 -4.24228 4.41878
H48 -1.19364 -4.77326 3.16406
H49 -0.92386 -3.20809 3.91668
C22 -2.14148 0.26046 -3.73955
O8 -1.63131 -0.81798 -3.48374
N8 -3.41646 0.54783 -3.39963
C23 -4.24455 -0.48243 -2.77534
C24 -4.11969 1.69663 -3.93263
H50 -1.67829 1.13355 -4.22374
H51 -3.61238 -1.32141 -2.49880
H52 -4.97274 -0.89888 -3.47530
H53 -4.74960 -0.08079 -1.89909
H54 -5.13595 1.38593 -4.19375
H55 -4.23564 2.47082 -3.17266
H56 -3.69511 1.96679 -4.89910
C25 3.82575 -0.33225 -0.17692
O9 4.11528 0.01563 -1.30426
N9 4.18467 -1.47994 0.42848
C26 4.22854 -1.70085 1.84538
C27 4.92380 -2.51415 -0.36327
H57 3.15641 0.27521 0.45540
H58 4.09068 -0.77560 2.41116
H59 5.12583 -2.22517 2.16981
H60 3.39334 -2.32209 2.20117
H61 4.54491 -3.47201 -0.01894
H62 4.51924 -2.36019 -1.36325
H63 5.99118 -2.33573 -0.29651
C28 4.07864 -2.48800 -4.74194
O10 4.73782 -3.31058 -5.34195
N10 2.78330 -2.17195 -5.02516
C29 2.00165 -2.70777 -6.13668
C30 2.15659 -1.17703 -4.17340
H64 4.52943 -1.88150 -3.94251
H65 1.09593 -3.11046 -5.69016
H66 2.63565 -3.46636 -6.59193
H67 1.82136 -1.88720 -6.83086
H68 2.00390 -0.19643 -4.63710
H69 1.11570 -1.49965 -4.03034
H70 2.57957 -1.06671 -3.17791
C31 -1.59683 -6.79666 -3.65610
O11 -2.47775 -7.62083 -3.48851
N11 -1.33615 -5.75176 -2.85826
C32 -0.60729 -4.59253 -3.34431
C33 -1.99533 -5.53889 -1.57843
H71 -0.80269 -6.89625 -4.41837
H72 -0.05136 -4.16166 -2.51124
H73 -1.29304 -3.86874 -3.79213
H74 0.11708 -4.85728 -4.11566
H75 -2.48758 -4.57557 -1.46278
H76 -2.59878 -6.37689 -1.24389
H77 -1.17004 -5.52148 -0.85864
C34 -1.05283 -0.52442 4.49339
O12 0.02862 -1.00547 4.77167
N12 -2.07518 -0.32120 5.34961
C35 -3.29366 0.35856 4.94564
C36 -2.01627 -0.77166 6.73533
H78 -1.21989 -0.10705 3.49017
H79 -3.37521 1.41529 5.19456
H80 -4.09715 -0.30818 5.26137
H81 -3.41336 0.33574 3.85651
H82 -2.74110 -1.57529 6.86060
H83 -1.00171 -1.08340 6.96773
H84 -2.25415 0.06262 7.39603
C37 -3.27453 0.71566 0.91717
O13 -3.99106 -0.25271 0.73662
N13 -3.77018 1.94766 1.25963
C38 -2.91385 2.88546 1.91063
C39 -5.19378 2.25559 1.27990
H85 -2.18704 0.82724 0.76095
H86 -2.86031 3.91011 1.51223
H87 -1.86053 2.62374 1.76504
H88 -3.04339 3.04261 2.98748
H89 -5.50712 2.19436 2.33592
H90 -5.31674 3.32659 1.12376
H91 -5.86698 1.57061 0.78136

## Properties
Energy relative to the best compared isomer or geometry (same formula, charge and spin) = 8.536 eV
E_tot = -87906.52559 eV
Charge = 0
LUMO level = 0.22 eV
Orbital gap = 9.04 eV

These are the Mulliken partial charges, in e, on atoms 1 to 8: number 1, C, carries -0.2082; number 2, O, carries -0.5272; number 3, N, carries 0.3373; number 4, C, carries -0.9751; number 5, C, carries -0.8237; number 6, H, carries 0.3025; number 7, H, carries 0.3287; number 8, H, carries 0.3680



| no. | HOMO level (eV) |
| --- | --- |
| 1 | -8.5 |
| 2 | -8.8 |